Formula: C4H16FN8O4Y
Source: the Open Molecules 2025 dataset
Level of theory: ωB97M-V with the def2-TZVPD basis set

Geometry (Å):
Y -17.16 -4.16 -32.60
F -18.78 -5.13 -31.40
C -18.25 -5.48 -27.61
O -17.95 -5.40 -26.44
N -17.44 -6.19 -28.49
N -19.35 -4.92 -28.16
H -16.90 -6.90 -28.03
H -17.83 -6.43 -29.39
H -19.53 -5.06 -29.14
H -20.06 -4.46 -27.62
C -22.01 -3.32 -30.13
O -21.35 -3.18 -29.11
N -21.54 -3.84 -31.33
N -23.37 -3.17 -30.12
H -22.20 -4.23 -31.97
H -20.62 -4.24 -31.19
H -23.94 -3.23 -30.94
H -23.85 -2.84 -29.30
C -17.53 -2.26 -29.82
O -17.07 -3.16 -30.63
N -16.91 -2.01 -28.67
N -18.65 -1.56 -30.06
H -17.40 -1.45 -28.00
H -16.07 -2.45 -28.32
H -19.03 -1.00 -29.32
H -19.10 -1.75 -30.93
C -20.36 -8.44 -30.92
O -20.70 -9.58 -30.71
N -19.33 -8.15 -31.81
N -20.92 -7.37 -30.27
H -19.05 -8.94 -32.37
H -19.07 -7.19 -31.98
H -20.57 -6.49 -30.61
H -21.85 -7.48 -29.90

For the calculated total energy, the calculation gives -28265.843 eV. The value obtained for the HOMO energy is -0.530 hartree. The gap between HOMO and LUMO comes out at 3.19 eV. The calculation puts the LUMO energy at -11.2300 eV. Its net charge is +2.

Formula: C48H120Li2N7O16
Source: the Open Molecules 2025 dataset
Level of theory: ωB97M-V with the def2-TZVPD basis set

Geometry (Å):
Li 26.05 -2.81 1.33
Li 21.95 -2.81 -0.60
C 22.69 1.40 4.49
C 22.06 0.21 3.84
C 20.55 0.39 3.77
O 22.63 -0.15 2.57
H 22.52 1.37 5.56
H 22.24 2.34 4.14
H 23.77 1.39 4.36
H 22.20 -0.65 4.49
H 20.08 0.60 4.73
H 20.08 -0.56 3.52
H 20.18 1.20 3.14
C 26.28 -8.23 5.10
O 27.17 -7.09 4.99
C 27.51 -6.84 3.69
C 28.47 -5.67 3.71
N 27.78 -4.40 3.88
C 28.68 -3.25 4.22
C 29.42 -2.70 3.09
O 28.53 -2.32 2.06
C 29.23 -1.65 0.99
H 25.23 -8.10 4.83
H 26.27 -8.64 6.11
H 26.77 -9.06 4.59
H 26.66 -6.65 3.03
H 27.97 -7.75 3.31
H 28.93 -5.71 2.72
H 29.24 -5.76 4.48
H 27.17 -4.60 4.66
H 29.31 -3.55 5.06
H 27.96 -2.50 4.57
H 30.22 -3.37 2.75
H 30.01 -1.88 3.49
H 29.65 -0.71 1.36
H 28.47 -1.38 0.26
H 30.03 -2.26 0.57
C 27.53 -1.70 10.40
O 26.48 -2.21 11.19
C 25.34 -2.64 10.47
C 25.43 -4.19 10.23
N 24.54 -4.64 9.16
C 23.11 -4.51 9.40
C 22.51 -5.36 10.58
O 22.46 -6.72 10.11
C 21.72 -7.56 10.92
H 28.16 -1.03 10.98
H 27.24 -1.10 9.54
H 28.14 -2.49 9.96
H 25.27 -2.09 9.53
H 24.54 -2.33 11.13
H 25.30 -4.80 11.13
H 26.35 -4.38 9.68
H 24.73 -5.61 8.95
H 22.66 -4.85 8.47
H 22.89 -3.45 9.49
H 21.49 -5.03 10.76
H 23.16 -5.29 11.45
H 20.65 -7.37 10.84
H 22.03 -7.44 11.96
H 21.88 -8.62 10.75
C 28.86 12.51 6.38
O 28.22 11.22 6.48
C 27.24 11.00 5.47
C 26.61 9.54 5.53
N 27.59 8.64 4.88
C 27.39 7.23 5.09
C 28.69 6.37 4.79
O 29.85 6.98 5.43
C 29.84 6.90 6.84
H 28.11 13.29 6.52
H 29.32 12.71 5.41
H 29.68 12.53 7.10
H 27.67 11.27 4.51
H 26.39 11.67 5.61
H 25.67 9.44 4.99
H 26.47 9.24 6.57
H 28.52 8.88 5.20
H 26.52 7.03 4.45
H 26.95 7.04 6.07
H 28.92 6.50 3.73
H 28.61 5.34 5.14
H 30.88 6.79 7.13
H 29.23 6.14 7.32
H 29.60 7.92 7.15
C 21.15 10.39 -2.00
O 21.01 9.45 -0.94
C 19.81 8.69 -1.04
C 19.61 7.70 0.16
N 19.49 8.41 1.47
C 19.34 7.38 2.51
C 18.97 8.03 3.85
O 20.07 8.55 4.55
C 20.69 7.68 5.43
H 21.32 10.07 -3.02
H 21.96 11.04 -1.66
H 20.32 11.09 -2.02
H 19.79 8.12 -1.97
H 18.93 9.31 -1.19
H 20.48 7.04 0.21
H 18.75 7.06 -0.03
H 20.30 8.91 1.81
H 20.27 6.82 2.55
H 18.50 6.74 2.24
H 18.41 7.32 4.46
H 18.18 8.74 3.59
H 21.50 8.13 5.99
H 21.10 6.90 4.78
H 20.00 7.22 6.13
C 12.29 4.10 6.65
O 12.80 2.98 7.34
C 13.70 2.13 6.59
C 14.29 1.08 7.61
N 15.06 1.78 8.66
C 15.73 0.85 9.59
C 16.65 1.66 10.53
O 15.91 2.18 11.66
C 16.60 2.91 12.62
H 11.62 4.81 7.15
H 11.69 3.78 5.80
H 13.06 4.74 6.22
H 14.53 2.73 6.22
H 13.26 1.69 5.70
H 14.92 0.31 7.17
H 13.49 0.45 7.98
H 14.35 2.32 9.13
H 16.40 0.21 9.01
H 15.04 0.20 10.12
H 17.09 2.45 9.93
H 17.43 0.95 10.81
H 17.06 2.20 13.31
H 15.95 3.40 13.34
H 17.26 3.62 12.12
C 20.63 -5.64 0.43
O 20.26 -4.68 -0.52
C 19.26 -5.15 -1.43
C 18.62 -3.97 -2.19
N 19.47 -3.12 -3.04
C 19.84 -3.84 -4.24
C 20.05 -2.77 -5.35
O 18.89 -2.00 -5.59
C 19.14 -0.69 -6.20
H 21.14 -6.52 0.03
H 19.75 -5.94 1.01
H 21.29 -5.12 1.11
H 18.46 -5.62 -0.87
H 19.70 -5.85 -2.14
H 18.33 -3.30 -1.38
H 17.65 -4.28 -2.60
H 18.91 -2.36 -3.39
H 19.12 -4.62 -4.48
H 20.78 -4.39 -4.16
H 20.38 -3.17 -6.30
H 20.90 -2.16 -5.03
H 18.18 -0.34 -6.56
H 19.73 -0.81 -7.11
H 19.62 0.11 -5.63
C 10.44 6.60 -1.83
O 9.80 5.44 -2.39
C 9.55 5.45 -3.81
C 10.78 5.41 -4.65
N 11.55 4.21 -4.33
C 12.83 4.12 -5.02
C 13.76 3.22 -4.24
O 13.67 3.45 -2.85
C 14.29 2.49 -2.03
H 10.64 6.54 -0.76
H 10.00 7.58 -2.03
H 11.47 6.52 -2.19
H 8.90 6.31 -3.98
H 8.89 4.61 -4.02
H 11.51 6.18 -4.39
H 10.49 5.45 -5.70
H 11.86 4.29 -3.37
H 13.33 5.09 -5.01
H 12.79 3.68 -6.01
H 14.77 3.54 -4.50
H 13.56 2.20 -4.54
H 15.35 2.26 -2.13
H 13.84 1.53 -2.27
H 13.94 2.69 -1.02
C 24.85 4.19 -1.43
C 24.06 3.66 -2.68
C 24.82 2.70 -3.61
O 22.91 2.96 -2.25
H 24.84 3.45 -0.63
H 24.29 5.06 -1.09
H 25.85 4.52 -1.69
H 23.74 4.54 -3.24
H 25.05 1.77 -3.08
H 25.72 3.22 -3.93
H 24.14 2.39 -4.41
H 23.23 2.51 -1.46

For the calculated total energy, the calculation gives -95300.103 eV. The value obtained for the HOMO energy is -0.302 hartree. The gap between HOMO and LUMO comes out at 3.52 eV. The calculation puts the LUMO energy at -4.6968 eV. Its net charge is +1.

Formula: C6H12O3
Source: the Open Molecules 2025 dataset
Level of theory: ωB97M-V with the def2-TZVPD basis set

Geometry (Å):
C 0.72 -1.20 -0.87
C -1.42 -0.40 -0.07
C 0.87 -0.57 -2.21
C -1.93 0.79 0.73
C 1.41 0.85 0.82
C 0.15 -0.69 0.27
O 1.03 1.22 2.07
O 1.46 1.87 0.00
O 0.33 -1.38 1.46
H 1.09 2.69 0.40
H 1.01 0.43 2.63
H 1.11 -1.94 1.36
H 1.20 -2.16 -0.77
H -2.06 -1.25 0.18
H -1.66 -0.18 -1.11
H -0.05 -0.10 -2.56
H 1.15 -1.33 -2.95
H 1.67 0.17 -2.21
H -1.30 1.65 0.51
H -1.81 0.58 1.80
H -2.99 0.95 0.52

For the calculated total energy, the calculation gives -12554.434 eV. The value obtained for the HOMO energy (spin up / spin down) is -0.254 / -0.251 hartree. The gap between HOMO and LUMO (spin up / spin down) comes out at 7.40 / 7.42 eV. The calculation puts the LUMO energy (spin up / spin down) at 0.4801 / 0.6038 eV.